# 1
# C45H56F6MnN4O4S

C45H56F6MnN4O4S as an isolated structure (wB97M-V/def2-TZVPD, the Open Molecules 2025 dataset).

- expectation value of S² = 8.82
- electronic energy (hartree) = -4416.89664
- multiplicity = 6
- largest force on an atom (eV Å⁻¹) = 0.35

Atoms and positions in Å:
Mn -0.83 0.17 -1.25
C 1.48 3.48 5.06
C 1.58 1.99 4.70
C 1.07 1.14 5.87
C 3.05 1.64 4.47
C 0.72 1.70 3.47
C 1.26 1.25 2.28
C 0.41 0.96 1.20
N 0.74 0.46 -0.04
C 1.88 -0.10 -0.51
C 3.06 -0.42 0.19
C 4.12 -0.98 -0.47
C 4.01 -1.18 -1.87
C 2.86 -0.94 -2.61
C 1.75 -0.45 -1.89
O 0.55 -0.30 -2.44
C 2.79 -1.17 -4.12
C 2.42 0.15 -4.81
C 1.73 -2.24 -4.45
C 4.12 -1.65 -4.68
C 5.40 -1.41 0.24
C 5.60 -2.92 0.02
C 5.33 -1.15 1.74
C 6.60 -0.64 -0.34
C -0.98 1.18 1.29
O -1.72 0.89 0.23
C -1.54 1.70 2.47
C -0.67 1.92 3.53
C -3.04 2.03 2.55
C -3.88 0.75 2.38
C -3.41 2.67 3.89
C -3.41 3.02 1.43
H 2.07 3.69 5.96
H 0.45 3.78 5.26
H 1.86 4.10 4.25
H 1.69 1.31 6.76
H 1.11 0.08 5.62
H 0.04 1.39 6.14
H 3.62 1.82 5.38
H 3.49 2.26 3.68
H 3.18 0.59 4.19
H 2.32 1.15 2.17
H 3.10 -0.28 1.26
H 4.87 -1.57 -2.39
H 1.46 0.52 -4.47
H 2.37 0.01 -5.90
H 3.18 0.91 -4.60
H 0.73 -1.89 -4.19
H 1.93 -3.16 -3.91
H 1.74 -2.45 -5.52
H 4.92 -0.92 -4.51
H 4.03 -1.79 -5.76
H 4.43 -2.61 -4.25
H 4.73 -3.48 0.38
H 6.48 -3.27 0.56
H 5.74 -3.16 -1.04
H 4.51 -1.71 2.21
H 5.21 -0.09 1.97
H 6.26 -1.49 2.21
H 6.71 -0.81 -1.41
H 7.52 -0.97 0.15
H 6.48 0.43 -0.17
H -1.08 2.32 4.45
H -3.64 0.03 3.17
H -3.71 0.30 1.40
H -4.94 0.99 2.45
H -3.22 1.99 4.73
H -4.47 2.91 3.89
H -2.85 3.60 4.05
H -3.30 2.56 0.44
H -2.77 3.91 1.49
H -4.45 3.33 1.54
F -6.00 -0.23 -4.20
C -5.79 -1.35 -3.49
F -6.34 -2.36 -4.21
F -6.51 -1.27 -2.36
C -4.33 -1.62 -3.24
C -3.78 -2.77 -3.75
C -2.43 -3.07 -3.53
C -1.70 -2.17 -2.80
N -2.21 -1.03 -2.30
C -3.53 -0.70 -2.48
S -4.13 0.74 -1.82
H -4.40 -3.44 -4.32
H -1.97 -3.97 -3.91
H -0.66 -2.36 -2.58
O 0.58 -2.24 1.72
C -0.62 -2.10 1.20
O -0.81 -1.94 0.02
C -1.77 -2.11 2.20
N -1.25 -2.41 3.54
C -1.59 -3.83 3.78
C -2.93 -4.05 3.10
C -2.83 -3.18 1.83
H -2.19 -1.10 2.16
H -1.70 -1.82 4.23
H 0.42 -2.30 2.70
H -1.58 -4.05 4.85
H -0.82 -4.45 3.31
H -3.73 -3.68 3.75
H -3.13 -5.10 2.88
H -3.78 -2.72 1.58
H -2.51 -3.76 0.97
F -3.06 6.20 -4.36
C -3.09 4.99 -4.94
F -4.37 4.67 -5.15
F -2.50 5.10 -6.14
C -2.40 3.95 -4.10
C -2.01 4.22 -2.80
C -1.39 3.21 -2.08
N -1.16 2.01 -2.59
C -1.54 1.75 -3.84
C -2.16 2.70 -4.64
H -2.19 5.19 -2.35
H -1.09 3.37 -1.06
H -1.35 0.75 -4.21
H -2.47 2.45 -5.65

---

# 2
# C8H7FO3

One molecule with the formula C8H7FO3 (wB97M-V/def2-TZVPD, the Open Molecules 2025 dataset).

- electronic energy (hartree) = -634.44536
- largest force on an atom (eV Å⁻¹) = 4.26

Atoms and positions in Å:
C -0.38 -0.78 -0.92
C 0.29 0.24 -0.26
C 0.66 -1.91 -0.88
C -0.23 1.24 0.65
C 1.75 0.12 -0.35
C 1.94 -1.26 -1.03
C -1.30 -1.08 -1.89
C -2.25 1.80 1.76
O 0.41 -3.05 -0.59
O 0.30 2.22 1.11
O -1.60 0.97 0.84
F -1.73 -2.34 -2.01
H 2.44 0.89 -0.86
H 2.14 0.08 0.71
H 2.75 -1.91 -0.61
H 2.03 -1.30 -2.13
H -2.00 1.39 2.83
H -3.37 1.81 1.68
H -1.85 2.88 1.92

---

# 3
# C31H42N9PSe2SiTl

C31H42N9PSe2SiTl as an isolated structure (wB97M-V/def2-TZVPD, the Open Molecules 2025 dataset).

- electronic energy (hartree) = -7305.60422
- net charge = -1
- largest force on an atom (eV Å⁻¹) = 1.31

Atoms and positions in Å:
Tl -0.59 -0.33 -0.58
C -0.69 1.41 -3.76
C -0.17 -0.04 -3.89
N -1.07 -0.97 -3.24
C -2.38 -1.10 -3.84
C -3.51 -1.19 -2.79
N -3.32 -0.32 -1.65
C -3.74 1.06 -1.73
C -2.88 1.88 -2.71
N -1.47 1.60 -2.56
H -1.28 1.67 -4.65
H 0.18 2.07 -3.75
H 0.78 -0.10 -3.36
H 0.00 -0.28 -4.95
H -0.63 -1.87 -3.07
H -2.46 -1.99 -4.49
H -2.55 -0.23 -4.48
H -3.54 -2.22 -2.42
H -4.47 -0.99 -3.31
H -3.75 -0.75 -0.84
H -3.61 1.49 -0.73
H -4.80 1.17 -2.03
H -3.12 2.94 -2.55
H -3.20 1.64 -3.73
H -1.03 2.21 -1.89
Se 0.15 -1.21 2.64
P -0.44 0.84 2.99
Se -1.29 2.15 1.48
C 1.02 1.73 3.65
C 2.26 1.10 3.66
C 3.41 1.81 3.97
C 3.33 3.16 4.27
C 2.10 3.79 4.26
C 0.95 3.09 3.94
C -1.84 0.79 4.20
C -2.51 1.96 4.55
C -3.76 1.90 5.14
C -4.36 0.68 5.38
C -3.69 -0.49 5.06
C -2.44 -0.43 4.47
H 2.33 0.05 3.41
H 4.36 1.31 3.97
H 4.23 3.72 4.50
H 2.03 4.85 4.48
H 0.00 3.60 3.88
H -2.07 2.92 4.32
H -4.27 2.82 5.38
H -5.36 0.64 5.79
H -4.15 -1.45 5.24
H -1.93 -1.34 4.20
N -3.11 -2.77 0.86
C -2.26 -3.69 0.37
N -2.62 -4.98 0.43
C -1.74 -5.82 -0.11
N -2.10 -7.12 -0.21
N -0.53 -5.48 -0.58
C -0.27 -4.18 -0.56
N -1.13 -3.25 -0.17
C 1.08 -3.70 -0.87
C 2.16 -4.57 -0.71
C 3.44 -4.07 -0.85
C 3.61 -2.73 -1.14
C 2.47 -1.94 -1.30
N 1.24 -2.41 -1.18
H -3.81 -3.08 1.51
H -2.68 -1.86 1.00
H -2.87 -7.43 0.35
H -1.38 -7.78 -0.45
H 1.97 -5.60 -0.46
H 4.30 -4.72 -0.74
H 4.59 -2.29 -1.23
H 2.54 -0.89 -1.52
C 5.44 1.83 -1.24
Si 3.85 2.86 -1.55
C 3.95 3.57 -3.33
C 4.01 4.40 -0.41
C 2.37 1.81 -1.34
C 1.43 1.04 -1.23
H 6.35 2.42 -1.35
H 5.51 0.99 -1.93
H 5.43 1.42 -0.24
H 4.85 4.16 -3.50
H 3.10 4.22 -3.52
H 3.93 2.78 -4.08
H 4.93 4.95 -0.61
H 4.01 4.11 0.64
H 3.18 5.08 -0.57

---

# 4
# C9H11ClN2O3Tc

C9H11ClN2O3Tc as an isolated structure (wB97M-V/def2-TZVPD, the Open Molecules 2025 dataset).

- expectation value of S² = 3.77
- electronic energy (hartree) = -1225.10596
- net charge = +2
- multiplicity = 4
- largest force on an atom (eV Å⁻¹) = 6.38

Atoms and positions in Å:
Cl -2.69 1.53 -2.13
C 0.58 -1.56 -1.59
C 1.81 -0.84 -1.28
C 1.72 0.45 -1.88
H 2.70 -1.28 -0.83
C 0.42 0.63 -2.42
C -0.34 -0.60 -2.16
H -1.31 -0.80 -2.61
H 0.43 -2.64 -1.54
H 2.50 1.21 -1.91
C -0.16 1.83 -3.02
Tc -0.13 -0.38 -0.02
C 0.32 -1.93 0.98
C -1.99 -0.73 0.12
O 0.58 -2.86 1.63
O -3.12 -0.97 0.30
H 0.21 2.75 -2.57
H -1.36 1.81 -2.80
H -0.05 1.86 -4.11
N 1.08 0.56 3.77
C 0.00 0.40 2.99
N -1.12 -0.09 3.57
O 0.04 0.72 1.76
H 1.05 0.31 4.75
H 1.92 0.94 3.36
H -1.98 -0.11 3.05
H -1.12 -0.23 4.58

---

The lowest electronic energy belongs to which entry?
C31H42N9PSe2SiTl

---

The lowest electronic energy belongs to which entry?
C31H42N9PSe2SiTl